1.
Formula: C34H48MoN4O8PSSe4
Source: the OMol25 dataset
Level of theory: ωB97M-V with the def2-TZVPD basis set

The geometry in ORCA input format:
```
! wB97M-V def2-TZVPD RIJCOSX def2/J DEFGRID3
* xyz -1 3
Mo -1.56 -0.70 1.56
O 1.06 -3.66 2.40
C 0.20 -4.68 2.86
C -1.26 -4.63 2.37
C -1.75 -6.09 2.52
O -3.13 -6.29 2.25
C -1.42 -4.28 0.88
Se -0.86 -2.56 0.11
C -2.15 -3.78 3.28
Se -1.45 -2.03 3.82
H 0.68 -2.81 2.68
H 0.18 -4.71 3.96
H 0.66 -5.62 2.52
H -1.51 -6.43 3.54
H -1.22 -6.73 1.82
H -3.63 -5.63 2.75
H -2.47 -4.41 0.62
H -0.84 -5.00 0.30
H -2.33 -4.32 4.22
H -3.11 -3.59 2.80
O -5.04 1.60 0.44
C -5.18 1.11 -0.87
C -4.38 -0.16 -1.26
C -5.05 -0.61 -2.58
O -4.49 -1.78 -3.16
C -4.52 -1.32 -0.28
Se -3.94 -1.18 1.60
C -2.93 0.18 -1.60
Se -1.83 1.06 -0.24
H -4.09 1.65 0.66
H -4.93 1.88 -1.61
H -6.25 0.89 -0.98
H -5.01 0.22 -3.29
H -6.10 -0.85 -2.39
H -3.54 -1.66 -3.23
H -3.95 -2.17 -0.67
H -5.57 -1.62 -0.22
H -2.94 0.87 -2.45
H -2.39 -0.72 -1.90
C 1.46 4.17 3.76
C 0.23 4.71 4.46
C -0.67 5.48 3.49
C -0.53 3.61 5.20
N -1.20 2.68 4.31
C -0.77 1.52 3.81
N -1.69 1.09 2.98
N -2.69 2.00 2.98
N -2.41 2.95 3.78
H 2.05 4.99 3.35
H 1.20 3.51 2.93
H 2.10 3.60 4.43
H 0.54 5.41 5.25
H -0.90 4.87 2.61
H -0.15 6.38 3.15
H -1.61 5.78 3.94
H -1.30 4.02 5.86
H 0.16 3.01 5.80
H 0.18 1.06 4.02
C 2.96 -0.64 1.33
S 1.79 0.50 2.00
O 2.21 0.80 3.36
O 1.70 1.66 1.13
O 0.55 -0.32 2.01
H 3.92 -0.15 1.23
H 2.57 -0.97 0.37
H 3.02 -1.48 2.02
O 1.12 -0.34 -1.40
P 2.05 0.21 -2.40
C 1.43 1.69 -3.23
C 0.05 1.79 -3.37
C -0.51 2.86 -4.05
C 0.31 3.84 -4.59
C 1.69 3.75 -4.45
C 2.25 2.68 -3.77
C 2.34 -0.99 -3.74
C 3.06 -0.69 -4.90
C 3.22 -1.65 -5.88
C 2.67 -2.92 -5.71
C 1.95 -3.21 -4.56
C 1.78 -2.25 -3.57
C 3.68 0.67 -1.75
C 3.78 1.82 -0.98
C 4.98 2.13 -0.35
C 6.08 1.29 -0.49
C 5.97 0.13 -1.25
C 4.78 -0.18 -1.88
H -0.58 1.02 -2.92
H -1.58 2.93 -4.14
H -0.13 4.69 -5.11
H 2.33 4.52 -4.86
H 3.32 2.62 -3.65
H 3.48 0.30 -5.03
H 3.78 -1.42 -6.78
H 2.80 -3.67 -6.48
H 1.51 -4.20 -4.43
H 1.22 -2.46 -2.67
H 2.91 2.44 -0.82
H 5.05 3.02 0.26
H 7.01 1.53 0.01
H 6.82 -0.53 -1.35
H 4.70 -1.09 -2.47
*
```

Computed properties:
expectation value of S² = 2.04
Kohn-Sham gap (spin up / spin down) = 6.01 / 6.98 eV
ΔE to the lowest compared entry with this formula, charge and spin = 5.1 kcal/mol

2.
Formula: C23H17Cl2I2N5O3RuS
Source: the OMol25 dataset
Level of theory: ωB97M-V with the def2-TZVPD basis set

The geometry in ORCA input format:
```
! wB97M-V def2-TZVPD RIJCOSX def2/J DEFGRID3
* xyz 1 2
Ru 0.26 0.38 0.57
Cl -6.34 2.22 -2.67
C -4.99 1.76 -1.68
C -4.53 2.63 -0.69
C -3.45 2.26 0.08
Cl -2.89 3.35 1.31
C -2.76 1.04 -0.09
O -1.74 0.82 0.69
C -3.29 0.16 -1.06
C -2.86 -1.22 -1.24
O -2.00 -1.82 -0.61
C -4.39 0.54 -1.85
H -5.01 3.58 -0.53
H -3.41 -1.75 -2.04
H -4.77 -0.15 -2.59
I 0.58 4.15 -2.91
C 2.06 3.23 -1.78
C 3.39 3.67 -1.83
C 4.39 3.05 -1.12
I 6.34 3.78 -1.28
C 4.09 1.95 -0.29
C 5.00 1.20 0.49
C 4.57 0.15 1.24
C 3.20 -0.17 1.26
N 2.33 0.51 0.56
C 2.74 1.54 -0.23
C 1.71 2.15 -0.99
O 0.50 1.62 -0.92
H 3.63 4.52 -2.46
H 6.05 1.48 0.48
H 5.26 -0.43 1.84
H 2.82 -0.98 1.88
C -0.18 -4.22 -2.10
N 0.95 -3.60 -1.39
C 2.29 -4.12 -1.63
C 0.81 -2.38 -0.94
N 0.69 -1.31 -0.55
H -0.05 -4.10 -3.18
H -1.10 -3.75 -1.78
H -0.20 -5.28 -1.86
H 2.62 -3.90 -2.65
H 2.28 -5.20 -1.49
H 2.99 -3.68 -0.93
S 0.40 1.83 2.48
C -0.59 0.58 3.02
N -1.58 0.75 3.93
C -2.46 -0.25 4.19
C -2.35 -1.43 3.53
C -1.33 -1.55 2.57
N -0.44 -0.59 2.37
H -1.72 1.68 4.31
H -3.23 -0.03 4.92
H -3.05 -2.23 3.70
H -1.25 -2.43 1.94
*
```

Computed properties:
expectation value of S² = 0.76
Kohn-Sham gap (spin up / spin down) = 6.09 / 5.94 eV
ΔE to the lowest compared entry with this formula, charge and spin = 15.5 kcal/mol

3.
Formula: CH7N2P3
Source: the OMol25 dataset
Level of theory: ωB97M-V with the def2-TZVPD basis set

The geometry in ORCA input format:
```
! wB97M-V def2-TZVPD RIJCOSX def2/J DEFGRID3
* xyz 0 1
C 0.83 0.93 -0.20
N -0.40 -2.41 -1.39
N 0.80 -0.29 0.53
P -1.00 -1.45 -2.42
P -0.66 -0.54 1.44
P 1.44 -1.68 -0.12
H 0.28 0.81 -1.13
H 0.58 1.93 0.22
H 1.86 1.12 -0.39
H -2.00 -2.40 -2.65
H -0.56 0.80 2.03
H -1.73 -0.25 0.34
H 0.87 -2.48 0.78
*
```

Computed properties:
Kohn-Sham gap = 7.92 eV
ΔE to the lowest compared entry with this formula, charge and spin = 60.4 kcal/mol